Entry from OMol25: an isolated molecule of C2H10P2Si2 (ωB97M-V with the def2-TZVPD basis set).

XYZ file:
```
16
Properties=species:S:1:pos:R:3:forces:R:3
C -3.1021 -1.1236 -0.2957 1.0 0.1 -0.2
C 1.3436 -0.8683 0.7825 0.6 -1.5 1.6
Si -1.0808 1.8793 -0.0551 -2.7 -0.9 -0.4
Si 2.7241 -0.2936 -0.3801 -1.1 0.6 1.5
P -1.6368 -0.3555 0.0855 0.8 2.0 1.7
P -0.0699 -1.6435 -0.1778 1.7 -1.1 0.2
H -3.8013 -0.3826 -0.4809 -2.1 0.7 -0.3
H -3.0679 -2.0655 -0.7720 -0.3 -0.8 -0.4
H 1.8570 -1.7177 1.4338 -1.0 1.2 -1.5
H 1.2023 -0.1202 1.6117 -0.5 -0.3 -1.1
H -0.9563 2.3802 1.2754 0.6 0.2 0.9
H 0.0495 2.0295 -0.9005 0.9 0.3 -0.6
H -2.3539 2.5856 -0.4769 0.6 -0.2 -0.3
H 2.3107 1.0104 -0.9112 0.1 0.2 -0.3
H 2.8912 -1.2515 -1.4479 0.5 -0.4 -0.3
H 3.6907 -0.0629 0.7093 0.8 -0.1 -0.5
```
Forces are in eV/Å.

Results
- Kohn-Sham gap (spin up / spin down): 6.9 / 7.7 eV
- LUMO (spin up / spin down): 0.784 / -1.270 eV
- E: -1343.69892 Ha
- Multiplicity: 3
- Molar mass: 152.22 g mol⁻¹